Record 1
ORCA calculation (ωB97M-V/def2-TZVPD) on one molecule with the formula C2H6N2O at a distorted geometry.

The geometry in XYZ format:
```
11
Properties=species:S:1:pos:R:3:mulliken_charge:R:1
H -1.74939 -1.22933 1.68200 0.234
C 0.71866 0.01776 -0.24907 -0.560
N 1.08151 1.17570 -1.07153 -0.652
H 0.58559 2.01131 -0.74360 0.262
H 1.01663 -0.90634 -0.77877 0.305
N -0.90176 -0.84069 1.30926 -0.396
O -1.65025 0.08842 -0.66340 -0.587
H 1.21686 0.13530 0.71691 0.335
C -0.76439 -0.19368 0.10804 0.579
H 0.48294 1.01678 -1.89300 0.288
H -0.03640 -1.27522 1.58314 0.192
```

Values from the calculation:
Energy relative to the best compared isomer or geometry (same formula, charge and spin) (eV): 0.633
Structure (SMILES): NCC(N)=O
LUMO (eV): 0.82
Net charge: 0
E_HOMO (Eh): -0.3546
Max |F| (eV/Å): 2.04
Kohn-Sham gap (eV): 10.5

Record 2
ORCA calculation (ωB97M-V/def2-TZVPD) on C23H16Cl4FeN4O6 as an isolated structure.

The geometry in XYZ format:
```
54
Properties=species:S:1:pos:R:3:lowdin_spin:R:1
C 1.71111 3.31489 -2.81863 0.000
H -4.33381 -4.04586 1.15442 0.003
N -1.41929 0.88819 1.04072 0.020
H 1.36731 4.34625 -2.88332 0.000
H 1.78555 0.48132 -1.58927 0.000
N -6.28957 0.55713 0.41734 0.077
H -5.80786 -1.94694 0.72333 0.011
Cl 3.77027 -2.85846 3.34292 0.002
C -1.13064 -2.98923 1.52133 0.113
Fe 0.12396 -0.32779 1.24999 1.960
H 3.85884 3.36750 -3.34405 0.000
C -2.51497 -1.18567 1.11118 0.064
H 3.47041 3.91696 -1.71435 0.000
H -2.06153 -4.92370 1.59626 -0.002
H 4.06951 1.79174 -0.29871 0.000
Cl 2.82521 -2.01194 -2.79016 0.002
H 3.55760 1.18394 -2.72063 0.000
H 1.49709 2.82636 -3.77133 0.000
H -2.53596 4.02193 0.80534 0.000
Cl 5.84819 -3.96453 1.25912 0.027
H -0.44190 2.69834 1.09752 0.003
C 2.11290 1.47914 -1.29635 0.001
C 2.11324 -1.83128 -0.20172 0.125
N -1.28586 -1.68505 1.34904 -0.028
C -1.40709 2.22468 0.99401 0.064
C -2.57349 2.94186 0.83018 0.019
C 3.53877 -2.66536 1.65543 0.027
C -3.68043 -1.97980 1.03318 0.052
C -2.22895 -3.86555 1.45167 0.001
Cl 5.40708 -3.49377 -1.77838 0.027
O 1.48997 1.17431 1.02955 0.010
H -0.12983 -3.34056 1.72571 0.007
N 3.37165 1.83556 -1.96910 0.000
C -3.78768 2.28655 0.69733 0.068
C -3.84210 0.88009 0.75890 0.002
O 1.53487 -1.45887 2.02318 0.214
C 3.19788 3.20181 -2.49575 0.000
O -7.24170 -0.22805 0.35716 0.098
C 2.36595 1.39678 0.20131 0.002
C -3.48172 -3.38042 1.20960 0.077
C -2.59959 0.23485 0.95765 -0.015
C 4.44056 -3.13774 0.73626 0.086
C 2.37378 -1.97209 1.22663 0.132
C -4.90426 -1.36310 0.79972 0.173
O -6.43503 1.78333 0.28704 0.089
C 3.10338 -2.29832 -1.11510 0.029
C 4.23001 -2.93505 -0.66383 0.089
C -5.00444 0.03100 0.65952 0.105
O 3.60056 1.60793 0.56347 0.002
H -4.69884 2.84046 0.55745 0.006
C 1.05779 2.54880 -1.66409 0.001
H 0.86625 3.21048 -0.81856 0.000
H 0.10948 2.09213 -1.93937 0.000
O 1.03737 -1.27522 -0.55076 0.257
```

Values from the calculation:
⟨S²⟩: 6.06
Energy relative to the best compared isomer or geometry (same formula, charge and spin) (eV): 0.000
LUMO (spin up / spin down) (eV): -0.55 / -2.31
Net charge: 0
2S+1: 5
E_HOMO (spin up / spin down) (Eh): -0.2011 / -0.3117
Max |F| (eV/Å): 0.21
Kohn-Sham gap (spin up / spin down) (eV): 4.9 / 6.2

Record 3
ORCA calculation (ωB97M-V/def2-TZVPD) on C13H15BIrN8 as an isolated structure at a distorted geometry.

The geometry in XYZ format:
```
38
Properties=species:S:1:pos:R:3:lowdin_spin:R:1
C 3.92340 0.55197 0.62024 0.035
H 4.67943 2.67632 2.26206 0.000
C 4.09317 -0.45291 -0.31999 0.017
H -2.41125 -1.13503 0.17121 0.057
C 3.85520 3.02822 2.84862 0.003
C 2.81484 -0.79358 -0.70683 0.056
H -1.31169 2.87714 -1.53451 0.001
C 2.51791 4.06961 4.25450 0.002
N 2.61894 0.79849 0.78731 0.002
N 0.87874 0.81134 2.58370 0.044
H 2.48283 -1.52717 -1.42233 0.010
H -0.43793 5.28077 -0.57723 0.001
C -0.14466 4.29465 -0.26841 0.020
N 0.01656 2.08049 -0.11024 0.204
H 2.08813 4.69428 5.01914 0.000
H -2.56317 0.34820 -0.86052 0.060
C 0.79431 0.71408 3.88500 0.210
N 1.74322 3.31924 3.50813 0.009
H -2.51537 0.50243 0.93144 0.014
H -1.40403 -1.45635 2.70727 -0.003
C -0.66167 -0.71864 2.95673 0.019
H -0.51204 -0.61285 5.16845 0.015
H 1.41061 1.29878 4.54467 0.004
B 1.80638 1.77772 1.68489 0.001
C -0.59375 3.08181 -0.75848 0.029
C 3.86717 3.93244 3.87976 0.001
N 2.56169 2.66227 2.62267 0.000
N 1.92461 -0.03318 -0.03945 0.132
Ir -0.12469 -0.06841 -0.27288 2.845
N 0.86992 2.62940 0.79198 0.015
C -0.20656 -0.29166 4.18827 0.380
C 0.78514 3.96372 0.70936 0.036
H 1.38464 4.59732 1.33970 0.002
H 4.72097 4.44083 4.28830 0.000
H 5.02048 -0.86476 -0.67262 0.001
H 4.67279 1.09021 1.16356 0.002
N -0.01523 -0.05049 1.99814 0.443
C -2.17650 -0.06989 0.07529 0.330
```

Values from the calculation:
⟨S²⟩: 8.78
LUMO (spin up / spin down) (eV): -6.52 / -11.14
Net charge: +2
2S+1: 6
E_HOMO (spin up / spin down) (Eh): -0.5631 / -0.5625
Max |F| (eV/Å): 1.13
Kohn-Sham gap (spin up / spin down) (eV): 8.8 / 4.2

Record 4
ORCA calculation (ωB97M-V/def2-TZVPD) on C26H18MnNO5P as an isolated structure at a distorted geometry.

The geometry in XYZ format:
```
52
Properties=species:S:1:pos:R:3:lowdin_spin:R:1
H -4.00950 3.61081 5.27837 0.000
H -3.88075 2.36203 3.15939 0.002
H 2.77861 -1.98362 -2.06959 0.000
H -2.86276 5.67116 -1.48749 0.000
C -2.69792 4.79567 -0.87207 -0.003
H 0.18379 2.99305 5.89120 0.000
H -3.47564 -1.35728 3.49884 0.001
C 2.13036 -1.43090 -2.73793 0.000
H -1.97000 3.95153 6.64707 0.000
Mn 0.12456 0.82997 0.23464 1.039
C -1.83468 -2.52714 4.25682 -0.011
C 0.35372 0.21030 -3.05002 0.002
H 0.30439 1.70116 3.81486 0.000
H -1.18714 1.70363 -3.29503 0.000
H 2.90305 -2.28311 -4.52982 0.000
N 1.43039 -1.06162 -6.39572 0.000
H -4.56236 3.87752 -1.40428 0.000
C 1.33625 -0.86797 -4.93797 0.002
C -0.45328 -2.72390 4.29185 0.001
O 0.62902 -0.48168 -7.09942 0.001
C -2.28596 2.54283 0.71930 -0.010
H 1.46323 -2.03716 3.56653 0.000
C -0.20299 -0.92169 2.76891 -0.003
H -2.47598 -3.17341 4.84376 -0.001
C 0.38640 -1.90836 3.55001 -0.008
H -0.43936 3.49289 1.28277 0.006
H -0.78933 5.46705 -0.14577 0.000
H -0.03700 -3.51584 4.90094 0.000
C -1.53515 4.68121 -0.11824 0.005
C -1.57094 -0.71448 2.72963 -0.005
O 1.47511 0.67780 1.84793 -0.073
C -3.06202 3.19586 4.95573 0.001
C -3.65059 3.78670 -0.82498 0.001
H -4.17901 1.86299 -0.01847 0.002
H -0.20667 0.56038 -5.12001 0.000
O 2.31874 -1.78096 -6.80559 0.000
C 1.19954 -0.51977 -2.15214 0.004
C -1.91999 3.38442 5.72509 0.001
C -1.33413 3.56069 0.67737 0.009
O -0.68223 1.51020 -1.37808 0.003
C 0.43507 0.01010 -4.44211 0.001
C -2.99019 2.48258 3.76717 0.006
O 1.15232 -0.39965 -0.88077 -0.004
P -1.82915 0.97259 1.74600 0.082
C -0.55381 1.18239 -2.56484 0.008
C -0.71409 2.84583 5.30153 0.000
C -2.40238 -1.51305 3.49219 -0.001
C -1.78390 1.92775 3.33376 0.012
C 2.19731 -1.59474 -4.08568 0.004
C -0.64876 2.11559 4.11937 0.002
C 0.44278 0.03155 1.87384 -0.070
C -3.44081 2.65897 -0.03530 -0.003
```

Values from the calculation:
⟨S²⟩: 0.89
LUMO (spin up / spin down) (eV): -1.35 / -1.21
Net charge: 0
2S+1: 2
E_HOMO (spin up / spin down) (Eh): -0.2612 / -0.2605
Max |F| (eV/Å): 2.95
Kohn-Sham gap (spin up / spin down) (eV): 5.8 / 5.9

Record 5
ORCA calculation (ωB97M-V/def2-TZVPD) on C45H55EuF3N9O3S2Se as an isolated structure at a distorted geometry.

The geometry in XYZ format:
```
119
Properties=species:S:1:pos:R:3:lowdin_spin:R:1
N -3.35190 -2.03032 1.43820 -0.013
H 7.14532 2.77993 1.76719 0.000
C -1.81765 -5.49778 7.77313 0.000
H 1.39685 -3.50840 -0.91705 0.000
C -4.26190 0.08887 1.86914 0.002
C 5.68733 6.02492 -1.04148 0.000
C 5.46708 3.67062 1.07965 0.000
C -5.34966 1.09126 1.65802 0.001
C -2.85903 -3.23340 -3.92339 0.000
C 3.53935 4.99007 -1.68094 0.000
H -5.88409 0.89822 0.67834 0.000
H -1.43366 -6.24040 8.44602 0.000
H 8.83412 4.77353 -0.79911 0.000
O -4.11180 -0.24454 -2.26563 -0.005
H 0.23419 -0.73666 -3.07020 0.000
H 8.20977 4.88432 0.84257 0.000
H 3.14764 3.90638 -4.11738 0.000
C -3.82510 0.48167 -3.23358 0.001
C 4.21026 7.09607 -2.67235 0.000
C -1.10008 -6.39005 -0.09445 0.004
H -0.58817 -2.95421 5.88721 0.000
C -2.63998 -3.25631 6.17012 0.000
Se 3.08336 1.57024 0.41896 0.000
H 2.18562 1.01727 -4.12453 0.000
N -1.82861 -3.83412 -0.67718 -0.007
O -2.96192 0.29198 -4.12203 0.001
H 2.38696 1.90673 -5.61028 0.000
H -4.68363 -4.03183 6.60011 0.000
H -1.72306 3.65385 -0.79224 0.000
H 6.53682 6.12657 -0.32605 0.000
S -1.43951 -3.18807 2.77801 0.004
C 3.60999 3.06012 -0.45886 0.000
N 4.68181 3.85882 -0.11405 0.000
N -4.31367 -1.08383 1.30877 -0.002
H 6.29451 7.70595 -2.28518 0.000
C -4.30524 -3.04482 -3.38218 0.000
H -4.71483 -2.07519 -3.68937 0.000
C -2.43558 -6.10920 -0.44801 -0.001
S -4.18711 -2.32503 4.02852 -0.001
C -2.53258 1.79483 4.73128 0.000
C 2.35083 3.20736 -3.93533 0.000
C -3.10865 -2.05352 5.43992 0.000
C 1.98877 3.10623 -2.43296 0.000
H -0.40079 -3.78441 -3.21391 0.000
Eu -2.50705 -1.44549 -0.76650 7.010
H -5.04512 -2.56867 -1.51234 0.000
H 3.96499 7.91278 -3.31868 0.000
C -1.29359 -3.51771 6.41468 0.000
H -0.56133 2.69521 4.72156 0.000
H 1.47242 3.54023 -4.46134 0.000
H -3.63123 -1.31816 6.06182 0.000
H 8.29578 2.11349 -0.32235 0.000
F -5.34681 2.09492 -2.23539 0.000
H 4.60661 1.37109 -3.45881 0.000
H -4.91644 -3.85753 -3.83775 0.000
H -4.82126 -4.35650 -0.24922 0.000
C 3.24059 6.09684 -2.50007 0.000
F -5.43622 1.87552 -4.38822 0.000
F -3.72554 2.92186 -3.53396 0.000
C -0.17479 -5.36664 -0.08892 0.000
O -1.37679 -0.14120 1.32726 -0.004
H 1.87827 2.03552 -2.17360 0.000
C 2.73552 1.84735 -4.55205 0.000
N -4.26894 -3.13879 -1.87176 -0.004
H -1.99956 -1.45782 -3.82109 0.000
H -2.60825 -4.30595 -3.60485 0.000
N 0.09524 -1.81613 -1.27200 -0.005
H 1.52108 -1.90024 -2.84084 0.000
C 4.70006 5.03389 -0.89907 0.000
H -2.88004 -3.20387 -5.08925 0.000
C -4.58266 1.86601 -3.32960 0.000
H -3.80209 -6.03191 7.94647 0.000
C -3.18749 0.55910 2.77099 0.000
H 0.21488 1.10311 2.92982 0.000
H 0.81797 -2.67438 0.55171 0.000
C 6.59637 2.65326 0.84536 0.000
H 7.19685 3.08154 -1.16267 0.000
H 9.59387 3.91003 0.52853 0.000
C 0.48050 -2.99033 -0.47699 0.001
C -1.76057 0.39779 2.40372 0.000
C -0.54174 -4.09776 -0.39385 0.003
H -0.79554 -7.38927 0.16180 0.000
H 0.86189 -5.64867 0.10837 0.000
H 4.38048 0.55871 -5.00090 0.000
H -2.24179 -1.57430 4.98425 0.000
N -1.86409 -2.35841 -3.36431 -0.002
H 0.15072 -4.83074 7.41444 0.000
N 2.97626 3.71530 -1.53892 0.000
H -0.17225 -2.62065 -4.61526 0.000
H 0.99093 3.61082 -2.28872 0.000
C -0.83089 1.14202 3.20942 0.000
C 8.61070 4.16979 0.11181 0.000
C -0.46362 -2.70697 -3.56267 0.000
H -4.83597 2.02474 1.58025 0.000
H 4.89132 3.24127 1.90428 0.000
C -2.74321 -4.81293 -0.80549 0.003
C 0.38343 -1.75705 -2.75324 0.001
N -1.83890 2.63669 -0.74394 0.002
H -6.11024 1.16965 2.46084 0.000
C -3.59638 -4.12803 6.79975 0.000
H 6.20683 1.60665 0.74197 0.000
C 4.21249 1.50276 -4.46146 0.000
C -1.96195 1.45548 -0.76513 0.000
H 5.91661 4.60052 1.44886 0.000
C -4.15888 -4.38953 -1.15209 0.001
H -4.49884 -5.22295 -1.78138 0.000
C -0.91333 -4.61382 7.18381 0.000
C -3.51810 1.16963 3.96432 0.000
C 7.68496 3.00105 -0.20469 0.000
C 5.47975 7.00782 -2.02822 0.000
C -1.25956 1.95987 4.24838 0.000
H -2.95012 2.32961 5.61785 0.000
H 4.90241 2.29775 -4.80164 0.000
H -4.50650 1.06319 4.37841 0.000
C -2.93327 -2.50796 2.61182 0.003
H -3.13851 -6.89150 -0.66110 0.000
H 0.53736 -1.00755 -0.82450 0.001
H 2.24882 6.16789 -2.94694 0.000
C -3.17895 -5.25510 7.54187 0.000
```

Values from the calculation:
⟨S²⟩: 15.76
LUMO (spin up / spin down) (eV): 1.87 / 1.87
Net charge: -1
2S+1: 8
E_HOMO (spin up / spin down) (Eh): -0.1138 / -0.1317
Max |F| (eV/Å): 3.07
Kohn-Sham gap (spin up / spin down) (eV): 5.0 / 5.4

Record 6
ORCA calculation (ωB97M-V/def2-TZVPD) on C13H18N7O4SeW as an isolated structure at a distorted geometry.

The geometry in XYZ format:
```
44
Properties=species:S:1:pos:R:3:mulliken_charge:R:1
C -4.81572 -2.46301 -1.22757 0.200
H 2.28989 2.20836 1.15802 0.345
C -0.07565 3.09602 -3.03256 0.734
H -4.36631 -0.02653 -2.16671 0.521
C -0.11763 3.30994 2.19487 -0.585
O -5.80103 -1.77736 -1.09756 -0.522
H 3.44948 -2.24931 3.39735 0.354
C -2.34300 0.33252 -1.59292 -0.166
O 2.12466 -0.16112 -2.85332 -0.229
H -2.29779 -3.19501 -0.14752 0.467
C 4.57024 -2.08753 0.83970 -0.856
C -3.48397 -1.73081 -1.20647 0.592
N 0.09447 2.31160 -2.09084 -0.796
H -5.67122 -4.28871 -1.38606 0.261
W 0.40852 1.20229 -0.62105 2.325
O -1.07013 2.48204 0.16801 -0.522
C -3.47212 -0.43473 -1.71443 -0.730
H 4.76178 -1.48169 -0.04154 0.319
O -0.10476 1.04208 1.42049 -0.504
Se -0.32719 4.15317 -4.28661 0.300
H -0.85441 4.09591 2.34961 0.337
C 2.77245 -2.52429 2.59153 -0.859
H 1.75616 -2.23741 2.84714 0.313
N 3.20215 -1.81362 1.35718 -0.059
H 1.75852 4.38984 1.87208 0.443
H -0.34105 -1.71813 0.02470 0.353
H 0.59553 4.52850 0.54039 0.344
H 2.40181 3.20633 -0.11010 0.314
N 1.70486 -0.23939 0.23680 -0.746
C -2.33460 -2.20659 -0.58558 -0.708
H -3.96578 -4.30445 -1.63932 0.204
N 1.72597 2.74934 0.50198 -0.725
N -1.22216 -0.13036 -0.98181 -0.200
H -2.32051 1.34802 -1.95667 0.425
C -1.23460 -1.38484 -0.48154 -0.019
H 2.82679 -3.59411 2.40267 0.360
C 2.42808 -0.99593 0.76852 0.639
C -0.60032 2.22403 1.32668 0.633
N 1.54600 0.37000 -2.05864 0.381
C 1.02246 3.85348 1.27705 -0.645
H 5.28450 -1.84114 1.62226 0.343
H 0.24631 2.92805 3.14521 0.380
H 4.63636 -3.14382 0.58854 0.347
N -4.78705 -3.80163 -1.35196 -0.361
```

Values from the calculation:
Energy relative to the best compared isomer or geometry (same formula, charge and spin) (eV): 0.000
LUMO (spin up / spin down) (eV): -12.17 / -12.35
Net charge: +3
E_HOMO (spin up / spin down) (Eh): -0.6329 / -0.6329
Max |F| (eV/Å): 1.13
Kohn-Sham gap (spin up / spin down) (eV): 5.1 / 4.9